{
  "formula": "C19H44N4O2OsP2Si",
  "method": "ωB97M-V/def2-TZVPD",
  "elements": ["Os", "Si", "P", "N", "H", "C", "H", "H", "H", "C", "H", "H", "H", "C", "H", "H", "H", "C", "H", "H", "H", "H", "H", "C", "C", "C", "C", "C", "C", "H", "H", "H", "H", "H", "C", "O", "C", "H", "H", "H", "C", "H", "H", "H", "C", "N", "C", "P", "O", "N", "C", "C", "N", "C", "C", "H", "H", "H", "H", "H", "H", "H", "H", "H", "H", "H", "H", "H", "H", "H", "H", "H", "H"],
  "xyz": [[0.6711, -0.1324, -0.8905], [1.4215, 1.6288, -2.1557], [1.5235, -1.4548, -2.6880], [1.8766, -1.0888, 0.0131], [-1.3827, -1.6506, -2.7168], [1.1070, -3.2500, -2.6680], [1.6275, -3.7944, -3.4703], [0.0301, -3.4055, -2.8042], [1.4087, -3.6962, -1.7129], [1.2715, -1.0676, -4.4652], [1.8178, -1.7901, -5.0880], [1.6457, -0.0664, -4.7026], [0.2114, -1.1246, -4.7368], [3.3568, -1.5830, -2.6009], [3.7475, -2.1759, -3.4403], [3.6447, -2.0768, -1.6640], [3.8069, -0.5856, -2.6317], [0.4570, 2.5129, -3.4955], [-0.5632, 2.7567, -3.1511], [0.4041, 1.9272, -4.4283], [1.0058, 3.4532, -3.6887], [1.2761, 2.3966, -0.8733], [2.8321, 1.4968, -2.5792], [2.8253, -0.8224, 0.9196], [3.9632, -1.4828, 2.9210], [2.9979, -1.7380, 1.9936], [3.6282, 0.3443, 0.8018], [4.6013, 0.5709, 1.7525], [4.7748, -0.3336, 2.8136], [4.1082, -2.1778, 3.7494], [2.3379, -2.6160, 1.9981], [3.4348, 1.0129, -0.0370], [5.2246, 1.4539, 1.6533], [5.5429, -0.1462, 3.5518], [-1.8446, -0.7102, -2.4532], [-0.9814, 0.2219, -1.7941], [-3.0430, -1.0740, -1.5384], [-3.9292, -1.1685, -2.1765], [-3.3072, -0.3827, -0.7183], [-2.8328, -2.0568, -1.0901], [-2.2975, -0.1781, -3.8160], [-2.6879, -1.1037, -4.2844], [-1.4208, 0.2006, -4.3604], [-3.0801, 0.5974, -3.6735], [-0.7283, 1.7164, 4.2712], [-0.4214, 0.8237, 3.1661], [0.3095, -0.3778, 3.5699], [-1.3984, 0.6749, 1.8412], [-0.5774, -0.0226, 0.8213], [-2.7534, -0.2689, 2.0835], [-2.6213, -1.7174, 1.8744], [-3.6372, 0.0506, 3.2045], [-1.9926, 2.1905, 1.5673], [-1.0219, 3.2607, 1.3020], [-3.2046, 2.3366, 0.7500], [0.1764, 1.7904, 4.8843], [-1.5442, 1.3349, 4.9029], [-0.9910, 2.7123, 3.9034], [-0.2833, -1.0109, 4.2493], [0.5936, -0.9679, 2.6929], [1.2279, -0.0680, 4.0804], [-1.9308, -1.9216, 1.0489], [-2.2609, -2.2303, 2.7776], [-3.6061, -2.1171, 1.6089], [-3.1882, -0.2419, 4.1663], [-3.8822, 1.1176, 3.2261], [-4.5621, -0.5187, 3.0703], [-0.6511, 3.2230, 0.2651], [-1.5437, 4.2154, 1.4509], [-0.1780, 3.1993, 1.9952], [-2.9914, 2.2068, -0.3239], [-3.9661, 1.6161, 1.0622], [-3.5840, 3.3534, 0.9141]],
  "lumo_energy_ev": [0.6, -0.3],
  "total_charge": 0,
  "multiplicity": 5,
  "energy_ha": -2182.62592,
  "orbital_gap_ev": [5.0, 6.5]
}